Computed, not measured: a 11-piece molecular cluster, C38H78Br4N2O23 overall, with ωB97M-V/def2-TZVPD.

Properties
HOMO-LUMO gap, eV: 9.1
E_HOMO, eV: -8.89

Geometry as ORCA input:
```
! RIJCOSX wB97M-V def2-TZVPD def2/J DEFGRID3
* xyz 0 1
C 1.771 -3.905 2.557
C 3.265 -3.607 2.652
O 3.460 -2.155 2.895
C 3.324 -1.537 4.076
O 2.752 -2.026 5.052
O 3.977 -0.408 4.124
C 3.863 0.267 5.429
H 1.552 -4.958 2.732
H 1.379 -3.522 1.615
H 1.322 -3.311 3.354
H 3.920 -3.862 1.819
H 3.679 -4.104 3.529
H 4.660 -0.083 6.084
H 2.944 0.260 6.016
H 4.077 1.284 5.101
C -1.662 -9.393 -2.242
C -2.320 -8.554 -1.140
O -2.567 -7.131 -1.546
C -1.497 -6.275 -1.700
O -0.330 -6.611 -1.395
O -1.859 -5.250 -2.371
C -0.914 -4.271 -2.665
H -2.298 -9.576 -3.108
H -1.537 -10.407 -1.860
H -0.707 -9.033 -2.624
H -1.623 -8.517 -0.302
H -3.275 -9.014 -0.887
H -0.508 -3.887 -1.729
H -1.320 -3.439 -3.240
H -0.067 -4.684 -3.212
C -1.900 2.677 -4.071
C -1.956 4.304 -4.175
O -0.618 4.678 -4.144
C -0.176 5.625 -3.136
O -0.917 6.215 -2.314
O 1.218 5.639 -3.165
C 1.949 6.439 -2.308
H -1.268 2.242 -4.845
H -2.879 2.268 -4.322
H -1.519 2.461 -3.073
H -2.460 4.755 -3.320
H -2.361 4.742 -5.087
H 1.735 7.495 -2.472
H 3.038 6.442 -2.362
H 1.657 6.070 -1.325
C 3.386 -4.458 -8.910
C 4.775 -3.869 -8.509
O 4.537 -3.622 -7.153
C 4.194 -2.481 -6.651
O 4.592 -1.392 -7.060
O 3.424 -2.695 -5.499
C 3.074 -1.516 -4.734
H 3.449 -5.018 -9.843
H 2.538 -3.773 -8.920
H 3.138 -5.228 -8.180
H 5.224 -3.118 -9.160
H 5.467 -4.711 -8.515
H 3.812 -0.735 -4.551
H 2.751 -1.720 -3.713
H 2.170 -1.097 -5.176
C 5.416 1.796 -6.072
C 4.172 2.195 -5.212
O 4.557 2.359 -3.896
C 3.740 2.080 -2.856
O 2.633 1.591 -2.898
O 4.436 2.412 -1.667
C 3.822 2.388 -0.367
H 5.441 0.731 -5.841
H 6.383 2.187 -5.755
H 5.378 2.041 -7.134
H 3.314 1.523 -5.221
H 3.776 3.184 -5.446
H 3.247 1.462 -0.390
H 3.107 3.198 -0.228
H 4.385 2.097 0.521
C -5.386 6.309 4.835
C -6.081 5.021 4.291
O -5.535 4.528 3.095
C -4.389 3.857 3.059
O -3.534 3.841 3.952
O -4.275 3.332 1.856
C -3.006 2.871 1.350
H -4.311 6.147 4.915
H -5.702 6.625 5.830
H -5.476 7.134 4.128
H -7.136 5.294 4.283
H -6.048 4.209 5.018
H -2.952 3.039 0.275
H -3.026 1.788 1.476
H -2.212 3.445 1.828
C -2.761 -1.220 -0.452
C -4.056 -1.742 0.181
O -4.083 -3.189 0.404
C -3.191 -3.799 1.209
O -2.138 -3.280 1.666
O -3.594 -5.025 1.297
C -2.739 -6.025 2.031
H -3.062 -0.745 -1.386
H -2.012 -1.961 -0.732
H -2.325 -0.535 0.274
H -4.872 -1.539 -0.514
H -4.300 -1.289 1.141
H -1.791 -5.937 1.500
H -3.134 -7.041 2.017
H -2.766 -5.628 3.046
C -1.977 -1.802 6.251
O -2.017 -2.307 7.350
N -2.691 -0.702 5.863
C -2.542 -0.141 4.481
C -3.552 0.001 6.854
H -1.408 -2.337 5.475
H -3.473 -0.166 3.914
H -1.780 -0.762 4.011
H -2.300 0.922 4.480
H -3.513 -0.318 7.895
H -3.400 1.080 6.895
H -4.554 -0.023 6.426
C 0.282 -0.369 1.335
O -0.392 0.329 2.083
N 0.501 -0.198 0.031
C 1.309 -1.246 -0.693
C 0.258 1.093 -0.713
H 0.790 -1.300 1.631
H 1.680 -2.079 -0.096
H 2.204 -0.752 -1.071
H 0.745 -1.547 -1.576
H 1.207 1.625 -0.786
H -0.159 0.841 -1.688
H -0.451 1.675 -0.124
Br 0.323 4.337 0.268
C -0.652 5.871 1.144
C 0.193 6.821 1.902
Br 1.254 8.073 0.728
H -1.404 5.450 1.811
H -1.301 6.360 0.418
H 0.901 6.157 2.398
H -0.309 7.250 2.770
Br 0.875 4.680 4.587
C 0.682 2.700 4.350
C 0.261 1.918 5.650
Br 1.617 2.294 7.091
H 1.573 2.291 3.874
H 0.061 2.602 3.459
H 0.424 0.845 5.549
H -0.718 2.194 6.041
*
```

Atom charges from the Mulliken analysis, given in e for atoms 1 to 99:
1. C -0.353
2. C -0.425
3. O -0.387
4. C 0.857
5. O -0.631
6. O -0.354
7. C -0.613
8. H 0.471
9. H -0.159
10. H 0.109
11. H 0.308
12. H 0.373
13. H 0.377
14. H 0.121
15. H 0.306
16. C -1.225
17. C -0.150
18. O -0.353
19. C 0.822
20. O -0.639
21. O -0.330
22. C -0.426
23. H 0.322
24. H 0.373
25. H 0.338
26. H 0.266
27. H 0.343
28. H 0.001
29. H 0.290
30. H 0.364
31. C -0.836
32. C -0.392
33. O -0.323
34. C 0.748
35. O -0.583
36. O -0.238
37. C -0.347
38. H 0.350
39. H 0.416
40. H 0.006
41. H 0.336
42. H 0.327
43. H 0.328
44. H 0.306
45. H -0.115
46. C -1.058
47. C -0.210
48. O -0.318
49. C 0.692
50. O -0.572
51. O -0.330
52. C -0.337
53. H 0.385
54. H 0.279
55. H 0.315
56. H 0.324
57. H 0.234
58. H 0.117
59. H 0.129
60. H 0.342
61. C -1.032
62. C -0.261
63. O -0.351
64. C 0.740
65. O -0.397
66. O -0.386
67. C 0.022
68. H 0.156
69. H 0.305
70. H 0.355
71. H 0.328
72. H 0.360
73. H -0.249
74. H 0.138
75. H 0.378
76. C -1.091
77. C -0.209
78. O -0.351
79. C 0.675
80. O -0.528
81. O -0.455
82. C 0.263
83. H 0.283
84. H 0.357
85. H 0.312
86. H 0.323
87. H 0.307
88. H 0.250
89. H 0.129
90. H -0.370
91. C -0.111
92. C -0.462
93. O -0.378
94. C 0.756
95. O -0.435
96. O -0.372
97. C -0.530
98. H 0.576
99. H -0.047

---

Computed, not measured: a 5-piece molecular cluster, C38H78F6N3O5S overall, with ωB97M-V/def2-TZVPD.

Properties
HOMO-LUMO gap, eV: 3.5
E_HOMO, eV: -6.04

Geometry as ORCA input:
```
! RIJCOSX wB97M-V def2-TZVPD def2/J DEFGRID3
* xyz 1 1
C -2.910 3.797 7.287
C -2.230 2.422 7.108
C -1.526 2.225 5.763
C -0.573 3.336 5.375
N 0.057 3.105 4.021
C 1.183 4.082 3.773
C 2.250 3.443 2.875
C 1.818 1.986 2.764
C 0.828 1.800 3.932
C -0.961 3.271 2.908
C -1.504 4.679 2.709
C -2.919 4.623 2.165
H -3.244 3.931 8.319
H -3.796 3.868 6.659
H -2.187 4.613 7.230
H -2.977 1.636 7.194
H -1.527 2.343 7.941
H -2.286 2.029 5.004
H -0.987 1.284 5.910
H 0.236 3.472 6.094
H -1.087 4.294 5.364
H 0.966 5.071 3.383
H 1.713 4.250 4.713
H 2.133 3.859 1.874
H 3.238 3.667 3.267
H 1.311 1.875 1.803
H 2.534 1.167 2.713
H 0.193 0.919 3.919
H 1.414 1.811 4.853
H -1.596 2.382 2.915
H -0.400 3.065 1.989
H -0.787 5.252 2.122
H -1.547 5.224 3.657
H -2.975 4.503 1.076
H -3.474 5.552 2.287
H -3.469 3.729 2.457
C -1.655 3.882 -4.271
C -1.066 3.235 -5.554
C 0.451 3.029 -5.570
C 0.862 1.857 -4.728
N 2.373 1.884 -4.435
C 2.788 0.676 -3.617
C 2.203 0.837 -2.245
C 2.146 2.352 -2.018
C 2.568 2.985 -3.366
C 3.221 1.999 -5.682
C 2.865 0.948 -6.728
C 3.727 1.211 -7.957
H -2.640 3.459 -4.083
H -1.669 4.959 -4.385
H -1.063 3.554 -3.409
H -1.162 4.060 -6.266
H -1.564 2.346 -5.934
H 0.878 4.006 -5.315
H 0.736 2.929 -6.621
H 0.765 0.915 -5.263
H 0.246 1.827 -3.831
H 3.878 0.676 -3.594
H 2.446 -0.245 -4.087
H 2.876 0.359 -1.537
H 1.204 0.406 -2.218
H 2.817 2.582 -1.191
H 1.158 2.619 -1.646
H 3.639 3.158 -3.490
H 2.055 3.894 -3.659
H 4.267 1.934 -5.389
H 2.968 2.985 -6.068
H 1.822 1.042 -7.031
H 2.984 -0.083 -6.388
H 3.273 2.023 -8.523
H 3.755 0.393 -8.681
H 4.777 1.265 -7.662
C -0.741 -3.919 6.729
C -1.057 -4.113 5.255
C 0.187 -4.336 4.406
C -0.206 -4.597 2.969
N 0.961 -5.026 2.069
C 1.740 -6.205 2.690
C 2.165 -7.143 1.573
C 1.528 -6.583 0.340
C 0.388 -5.716 0.808
C 1.920 -3.908 1.767
C 1.275 -2.660 1.225
C 2.428 -1.729 0.750
H -1.631 -3.604 7.274
H -0.052 -3.098 6.958
H -0.289 -4.805 7.179
H -1.564 -3.181 4.985
H -1.822 -4.885 5.157
H 0.778 -5.169 4.793
H 0.821 -3.449 4.494
H -0.612 -3.715 2.478
H -0.882 -5.446 2.907
H 2.552 -5.958 3.368
H 0.975 -6.727 3.267
H 3.251 -7.143 1.517
H 1.733 -8.119 1.785
H 2.293 -6.128 -0.295
H 1.135 -7.330 -0.356
H 0.103 -4.955 0.086
H -0.456 -6.316 1.138
H 2.801 -4.272 1.238
H 2.392 -3.619 2.713
H 0.661 -2.044 1.880
H 0.706 -2.802 0.306
H 3.173 -2.195 0.101
H 2.979 -1.202 1.532
H 2.006 -0.938 0.126
C -4.331 -2.677 -6.054
O -3.013 -2.053 -5.896
O -4.695 -2.670 -7.314
C -4.230 -4.035 -5.314
F -3.332 -4.858 -5.915
F -3.832 -3.870 -4.012
F -5.415 -4.678 -5.252
C -2.902 -1.108 -4.899
C -1.429 -0.623 -4.798
H -1.445 -0.076 -3.849
H -0.706 -1.434 -4.778
H -1.269 0.140 -5.563
H -3.065 -1.537 -3.901
H -3.524 -0.208 -4.979
H -5.063 -2.075 -5.473
C -1.553 -0.065 -0.452
F -0.584 0.848 -0.337
F -2.161 0.038 -1.613
F -0.989 -1.275 -0.442
S -2.805 0.127 0.945
O -3.341 1.457 0.688
O -3.774 -0.956 0.828
O -2.019 0.103 2.189
*
```

Atom charges from the Mulliken analysis, given in e for atoms 1 to 99:
1. C -1.230
2. C -0.773
3. C -0.133
4. C -0.842
5. N 0.773
6. C -0.768
7. C -0.563
8. C 0.054
9. C -0.943
10. C -0.378
11. C -0.585
12. C -1.340
13. H 0.423
14. H 0.294
15. H 0.329
16. H 0.408
17. H 0.359
18. H 0.291
19. H 0.251
20. H 0.319
21. H 0.366
22. H 0.345
23. H 0.375
24. H 0.267
25. H 0.393
26. H -0.418
27. H 0.589
28. H 0.456
29. H 0.446
30. H 0.306
31. H 0.125
32. H 0.453
33. H 0.276
34. H 0.351
35. H 0.356
36. H 0.361
37. C -0.959
38. C -0.892
39. C -0.542
40. C -0.449
41. N 0.391
42. C -1.134
43. C 0.113
44. C -0.566
45. C -0.823
46. C -0.887
47. C -0.096
48. C -1.433
49. H 0.289
50. H 0.387
51. H 0.123
52. H 0.409
53. H 0.436
54. H 0.306
55. H 0.307
56. H 0.520
57. H -0.019
58. H 0.451
59. H 0.466
60. H 0.419
61. H 0.015
62. H 0.518
63. H 0.143
64. H 0.438
65. H 0.433
66. H 0.685
67. H 0.354
68. H 0.120
69. H 0.376
70. H 0.344
71. H 0.410
72. H 0.352
73. C -1.433
74. C -0.243
75. C -0.239
76. C -1.224
77. N 0.571
78. C -0.872
79. C -0.632
80. C -0.712
81. C -0.566
82. C -1.384
83. C 0.284
84. C -1.056
85. H 0.408
86. H 0.327
87. H 0.360
88. H 0.206
89. H 0.394
90. H 0.365
91. H 0.211
92. H 0.560
93. H 0.409
94. H 0.367
95. H 0.474
96. H 0.344
97. H 0.331
98. H 0.293
99. H 0.499

---

Computed, not measured: C38H82AsCuF9N2O17 as an isolated structure, with ωB97M-V/def2-TZVPD.

Properties
HOMO-LUMO gap (spin up / spin down), eV: 8.8 / 7.1
E_HOMO (spin up / spin down), eV: -8.96 / -8.96
<S²>: 0.754

Geometry as ORCA input:
```
! RIJCOSX wB97M-V def2-TZVPD def2/J DEFGRID3
* xyz 0 2
Cu -1.679 4.210 -0.870
C 2.268 2.218 7.598
O 1.611 3.084 6.718
O 3.537 2.714 7.737
C 1.473 1.910 8.856
F 1.304 3.041 9.590
F 0.260 1.449 8.546
F 2.080 1.036 9.663
C 0.600 2.610 5.817
C 0.078 3.855 5.104
H 0.707 4.164 4.270
H -0.905 3.579 4.716
H -0.025 4.731 5.741
H -0.218 2.066 6.288
H 1.079 1.933 5.106
H 2.382 1.247 7.083
As -0.314 1.119 1.176
F 0.375 -0.277 1.968
F -0.408 1.978 2.700
F -0.940 2.505 0.297
F -0.304 0.300 -0.352
F -1.973 0.581 1.406
F 1.315 1.709 0.878
C 3.431 1.548 3.064
C 4.268 2.128 4.125
N 4.932 2.542 4.963
H 2.619 1.000 3.539
H 4.021 0.787 2.546
H 3.114 2.279 2.329
C -3.512 3.400 3.713
C -3.261 3.699 2.303
N -3.054 3.936 1.201
H -3.041 4.218 4.260
H -2.995 2.481 3.981
H -4.570 3.342 3.946
C -2.656 4.044 -6.912
O -3.265 2.848 -7.359
C -4.417 2.518 -6.612
C -4.568 1.020 -6.457
O -3.580 0.546 -5.562
C -3.328 -0.831 -5.642
C -2.194 -1.172 -4.674
O -2.689 -1.102 -3.355
C -1.715 -1.581 -2.428
H -3.181 4.919 -7.305
H -1.647 4.055 -7.322
H -2.589 4.121 -5.825
H -5.309 2.990 -7.036
H -4.378 2.928 -5.595
H -4.582 0.514 -7.426
H -5.522 0.816 -5.955
H -2.990 -1.123 -6.642
H -4.167 -1.484 -5.378
H -1.361 -0.469 -4.808
H -1.787 -2.153 -4.944
H -2.007 -1.275 -1.422
H -0.758 -1.081 -2.598
H -1.710 -2.672 -2.455
C 2.594 0.148 -2.949
O 3.600 0.809 -2.254
C 3.888 0.227 -0.989
C 5.033 0.870 -0.260
O 6.214 0.654 -0.974
C 7.393 1.012 -0.303
C 8.648 0.716 -1.092
O 8.587 -0.561 -1.717
C 8.657 -1.626 -0.777
H 1.638 0.398 -2.473
H 2.624 -0.946 -3.010
H 2.527 0.480 -3.984
H 4.043 -0.838 -1.208
H 2.980 0.264 -0.369
H 5.118 0.504 0.770
H 4.851 1.956 -0.178
H 7.436 0.512 0.675
H 7.337 2.090 -0.098
H 9.554 0.696 -0.481
H 8.778 1.496 -1.842
H 7.696 -1.668 -0.257
H 9.494 -1.483 -0.089
H 8.772 -2.536 -1.359
C 5.284 -2.491 0.715
O 4.249 -1.604 1.084
C 3.074 -2.166 1.642
C 2.055 -2.565 0.590
O 2.557 -3.724 -0.060
C 1.960 -3.855 -1.345
C 2.161 -5.273 -1.909
O 1.400 -6.291 -1.343
C 1.607 -6.511 0.050
H 6.155 -1.858 0.562
H 5.050 -3.107 -0.158
H 5.448 -3.219 1.520
H 2.673 -1.373 2.274
H 3.300 -3.026 2.283
H 1.993 -1.747 -0.136
H 1.073 -2.672 1.064
H 2.464 -3.186 -2.050
H 0.882 -3.679 -1.276
H 3.252 -5.435 -1.893
H 1.890 -5.299 -2.968
H 2.648 -6.417 0.357
H 1.223 -7.491 0.329
H 0.983 -5.775 0.566
C -8.539 -5.707 0.127
O -8.444 -4.634 1.052
C -7.385 -4.808 1.957
C -5.989 -4.786 1.342
O -5.712 -3.594 0.595
C -5.564 -2.433 1.386
C -4.127 -2.035 1.658
O -3.464 -3.120 2.275
C -2.093 -2.883 2.464
H -8.658 -6.647 0.670
H -7.667 -5.707 -0.530
H -9.400 -5.546 -0.517
H -7.524 -5.735 2.525
H -7.416 -3.979 2.663
H -5.790 -5.631 0.683
H -5.182 -4.824 2.080
H -6.166 -2.444 2.296
H -5.966 -1.644 0.741
H -4.143 -1.210 2.387
H -3.663 -1.618 0.759
H -1.467 -2.838 1.566
H -1.699 -3.704 3.065
H -1.924 -1.952 3.017
C -3.962 1.795 -1.153
O -2.812 2.468 -1.648
C -2.456 2.252 -3.003
C -0.930 2.155 -3.108
O -0.376 3.261 -2.397
C 1.034 3.222 -2.213
C 1.369 4.427 -1.332
O 0.424 4.494 -0.259
C 0.905 5.299 0.802
H -3.802 0.726 -1.310
H -4.885 2.168 -1.595
H -3.976 1.912 -0.073
H -2.850 3.082 -3.593
H -2.816 1.288 -3.364
H -0.566 2.241 -4.139
H -0.513 1.234 -2.687
H 1.590 3.212 -3.155
H 1.212 2.273 -1.700
H 1.395 5.392 -1.840
H 2.336 4.204 -0.868
H 1.788 4.808 1.213
H 0.138 5.292 1.580
H 1.035 6.366 0.603
*
```

Atom charges from the Mulliken analysis, given in e for atoms 1 to 99:
1. Cu 0.318
2. C 0.110
3. O -0.350
4. O -0.355
5. C 0.764
6. F -0.273
7. F -0.242
8. F -0.260
9. C 0.391
10. C -0.839
11. H 0.204
12. H -0.138
13. H 0.523
14. H 0.310
15. H -0.187
16. H 0.308
17. As 1.868
18. F -0.641
19. F -0.463
20. F 0.154
21. F -0.410
22. F -0.462
23. F -0.414
24. C 0.719
25. C -0.005
26. N -0.490
27. H 0.053
28. H -0.236
29. H -0.056
30. C -1.194
31. C 0.538
32. N -0.425
33. H 0.335
34. H 0.250
35. H 0.440
36. C -0.451
37. O -0.349
38. C -0.371
39. C -0.781
40. O 0.034
41. C -0.854
42. C -0.461
43. O -0.265
44. C -0.648
45. H 0.313
46. H 0.230
47. H 0.132
48. H 0.430
49. H 0.154
50. H 0.382
51. H 0.369
52. H 0.442
53. H 0.325
54. H 0.163
55. H 0.566
56. H -0.026
57. H 0.095
58. H 0.571
59. C -0.535
60. O -0.439
61. C 0.917
62. C -0.865
63. O -0.244
64. C -0.558
65. C -0.658
66. O -0.376
67. C 0.135
68. H 0.168
69. H 0.180
70. H 0.383
71. H 0.046
72. H -0.286
73. H 0.123
74. H 0.521
75. H 0.317
76. H 0.376
77. H 0.392
78. H 0.327
79. H 0.140
80. H 0.321
81. H 0.254
82. C -0.865
83. O -0.061
84. C -0.989
85. C 1.254
86. O -0.292
87. C 0.106
88. C -0.933
89. O -0.403
90. C -0.476
91. H -0.414
92. H 0.241
93. H 0.442
94. H 0.034
95. H 0.352
96. H -0.363
97. H -0.084
98. H 0.014
99. H 0.332

---

Molar mass / g mol⁻¹: 1250.65, 803.11, 1148.52